No. 1
Molecular formula: C39H33BI2InN14O3
Method: DFT, ωB97M-V with the def2-TZVPD basis set

Output
- HOMO (alpha / beta): -0.488 / -0.488 Eh
- Charge: +2
- Total energy: -3308.26949 Ha
- Energy relative to the best compared isomer or geometry (same formula, charge and spin): 0.373 eV
- 2S+1: 2

Last column: Löwdin spin population.
Positions of all 93 atoms, in Å:
H  -4.5331  -2.5126  1.8933  0.00
H  -4.5309  1.6115  -2.5821  0.00
H  4.4037  -1.2839  4.6024  0.00
H  -1.8505  -5.6860  4.5769  0.00
H  -6.5885  4.5432  -1.0245  0.00
I  5.1429  1.5594  5.2499  0.11
C  -3.7466  -0.4607  -2.7973  0.00
N  2.1486  -0.2177  -1.0807  0.00
N  -3.4105  4.5262  -1.9159  0.00
C  -2.3071  -5.1435  3.7480  0.00
C  3.3429  -1.2258  -2.9386  0.00
H  -4.7719  5.9765  -2.5074  0.00
C  4.2881  0.6180  -1.7278  0.00
H  -5.1147  2.4660  -0.0528  0.00
C  0.6086  3.7183  -2.6071  0.00
C  2.1214  3.5038  2.1547  0.00
H  3.0557  1.3666  -0.1418  0.00
C  2.9790  1.4627  3.0877  0.02
C  -4.1704  -3.1068  2.7292  0.00
H  3.6300  3.4375  3.6683  0.00
C  0.4013  -4.2809  -2.8884  0.00
C  2.8876  -1.3961  3.1103  0.18
N  -2.0375  -0.0594  -1.3944  0.00
C  1.3228  -3.2254  -2.9785  0.00
C  2.1034  0.7916  2.2322  0.05
C  3.3298  -2.2882  -3.9230  0.00
C  -3.8243  0.8356  -2.3406  0.00
C  -0.5376  -4.2549  -1.8944  0.00
N  4.3828  -2.4234  -4.9718  0.00
H  -4.2656  -5.0983  4.6443  0.00
C  -0.6659  3.9162  -2.1238  0.00
C  -2.0596  -2.1339  2.0240  0.00
C  -1.5347  1.4372  2.5275  0.00
C  -4.4541  -4.5912  2.5592  0.00
H  -0.9779  0.7549  3.1522  0.00
I  2.7962  -3.4530  3.1169  0.06
N  -0.0300  1.8943  -1.4471  0.00
N  -1.4786  -1.4583  1.2836  0.00
In  -0.1394  -0.0301  -0.0398  0.00
N  1.2913  1.4164  1.3730  0.01
H  -2.3799  -3.3014  4.8759  0.00
B  -2.4233  2.4372  -0.8532  0.00
C  -4.6111  5.0715  -1.9418  0.00
N  -2.8078  1.0583  -1.4880  0.00
H  -4.4037  -0.9535  -3.4927  0.00
H  1.8534  1.9035  -2.3840  0.00
O  1.1927  -1.2330  1.4734  0.20
H  5.0773  1.3367  -1.5555  0.00
O  4.3131  -3.3819  -5.6993  0.00
N  0.2313  -2.1090  -1.1507  0.00
C  2.3831  -3.2360  -3.9362  0.00
C  -2.3598  2.4953  2.8937  0.00
N  -1.0364  2.8240  -1.4336  0.00
H  -4.0488  -4.9234  1.5980  0.00
H  -1.8384  -5.5004  2.8255  0.00
N  -2.7102  -2.8930  2.8573  0.00
H  -2.1830  -1.9533  -2.3002  0.00
C  4.3737  -0.2800  -2.7564  0.00
N  -2.2754  2.2913  0.6929  0.00
N  -1.4795  1.3314  1.1999  0.00
O  5.2042  -1.5363  -5.0679  0.00
C  2.9717  2.8667  3.0264  0.02
C  -2.0128  -3.6599  3.9111  0.00
H  0.4590  -5.1064  -3.5873  0.00
H  -4.0162  -6.4573  3.5647  0.00
C  2.0107  -0.6760  2.2210  0.10
H  -4.6381  -2.7315  3.6426  0.00
H  0.6021  3.2059  0.6362  0.00
H  -1.3574  4.7328  -2.2510  0.00
H  2.4392  -4.0282  -4.6705  0.00
H  1.1901  4.3870  -3.2184  0.00
C  3.7582  -0.7205  3.9426  -0.01
C  -4.8172  3.2925  -0.6795  0.00
C  -5.5438  4.3350  -1.1792  0.00
C  -2.6115  -0.9734  -2.1782  0.00
H  -1.3497  -3.0701  -0.2874  0.00
C  3.8182  0.6718  3.9551  0.24
C  -3.8139  -5.3944  3.6916  0.00
H  2.0918  4.5827  2.0944  0.00
H  -5.5331  -4.7448  2.5282  0.00
C  1.2859  2.7396  1.3367  0.02
H  -0.9479  -3.4415  3.8464  0.00
N  -3.5332  3.4251  -1.1270  0.00
C  -0.5910  -3.1419  -1.0522  0.00
C  1.2195  -2.1707  -2.0740  0.00
H  5.2267  -0.2782  -3.4127  0.00
H  -1.2464  -5.0601  -1.7643  0.00
H  -2.6052  2.8373  3.8842  0.00
C  0.9510  2.4450  -2.1684  0.00
C  3.1547  0.6246  -0.9188  0.00
C  2.2542  -1.1577  -2.0484  0.00
H  -3.4612  3.8461  1.4939  0.00
C  -2.8049  3.0160  1.6926  0.00


No. 2
Molecular formula: C24H22N8O7P2Sr
Method: DFT, ωB97M-V with the def2-TZVPD basis set

Output
- HOMO: -0.273 Eh
- Charge: 0
- Total energy: -2606.26183 Ha
- Energy relative to the best compared isomer or geometry (same formula, charge and spin): 1.736 eV
- 2S+1: 1

Last column: natural (NBO) charge in e.
Positions of all 64 atoms, in Å:
H  -2.5301  6.3031  1.8648  0.23
C  0.7188  2.6588  0.2083  -0.04
O  0.3874  -5.1259  -1.0342  -1.05
C  -2.8946  -4.7679  0.2022  0.01
C  -2.3343  6.6438  -0.2439  -0.18
C  -1.8596  -0.1249  -1.9076  0.03
H  1.4982  -2.3407  -2.3723  0.54
H  -3.2210  2.8250  -1.4850  0.22
O  5.1939  -2.5987  -1.2464  -0.99
H  1.9605  -2.8435  0.7712  0.53
C  2.6615  3.2182  1.2035  -0.34
N  -1.6336  -2.7596  0.2639  -0.41
N  -1.5040  -1.4208  3.6222  -0.26
H  -3.3071  -5.5928  -0.3650  0.20
N  1.4369  1.4870  0.3660  -0.63
C  2.9732  -3.9981  -1.2040  -0.51
C  -2.6199  1.9325  -1.5479  -0.20
P  3.6484  -2.3090  -0.9684  2.34
C  -1.1745  4.1162  -0.3483  -0.05
N  -3.4097  8.9949  -0.1481  -0.31
C  3.5803  -5.0349  -0.2589  -0.64
C  2.5822  1.8328  0.9556  -0.03
C  -1.6045  4.6444  0.8659  -0.14
C  -1.3302  4.8664  -1.5101  -0.21
Sr  1.1338  -0.9133  -0.4158  1.82
N  -0.6035  -0.6227  1.7256  -0.54
O  0.6970  -2.7800  -1.9820  -1.04
C  -1.9011  6.1257  -1.4621  -0.15
C  -2.1538  -3.7685  -0.4181  0.02
H  5.7097  -1.8078  -1.4436  0.52
H  3.0480  -5.9806  -0.3518  0.25
H  3.5462  -4.7032  0.7793  0.23
H  -3.9204  0.4627  -2.5479  0.22
H  -0.9957  4.4557  -2.4536  0.23
H  1.1790  4.7809  0.7386  0.22
O  1.0756  -3.2102  0.4970  -1.06
C  -1.3131  -1.6127  2.3357  0.28
P  1.1675  -3.8987  -0.9426  2.36
H  0.2030  1.1450  2.6099  0.24
H  4.0368  -4.5462  -2.7513  0.48
H  3.3254  1.0803  1.1937  0.20
C  -2.5979  -3.7507  2.1973  0.03
C  -1.8626  -2.7476  1.5777  0.10
H  3.4839  3.7472  1.6570  0.22
H  -1.4815  4.0610  1.7690  0.22
C  -1.2836  1.7776  -1.0520  -0.02
O  3.0149  -1.4090  -1.9963  -1.19
H  -0.8869  0.1631  4.7559  0.42
H  -2.0159  6.7131  -2.3629  0.23
O  3.3423  -1.8798  0.4470  -1.19
C  -0.5481  2.7633  -0.4020  0.21
H  -1.7789  -1.1608  -2.2111  0.19
C  -0.3491  0.2222  2.7013  0.20
N  -0.8905  -0.2430  3.8359  -0.34
O  3.1025  -4.3843  -2.5723  -0.71
C  -2.9830  0.7270  -2.0860  -0.33
C  1.4731  3.7435  0.7363  -0.22
H  -1.9586  -3.7975  -1.4839  0.21
H  -2.7686  -3.7293  3.2662  0.21
N  -0.8574  0.4761  -1.2938  -0.58
C  -2.9324  7.9505  -0.1907  0.28
H  4.6284  -5.1888  -0.5203  0.23
N  -3.1152  -4.7632  1.5107  -0.37
C  -2.1879  5.8969  0.9227  -0.18


No. 3
Molecular formula: C15H17AsBr3N2OReS4
Method: DFT, ωB97M-V with the def2-TZVPD basis set

Output
- HOMO (alpha / beta): -0.372 / -0.368 Eh
- Charge: +1
- Total energy: -12395.09914 Ha
- Energy relative to the best compared isomer or geometry (same formula, charge and spin): 2.178 eV
- 2S+1: 4

Last column: natural (NBO) charge in e.
Positions of all 44 atoms, in Å:
Br  4.4496  3.3481  3.6385  0.17
C  3.3839  2.6299  2.3518  -0.11
As  3.0288  -2.7576  0.8957  0.92
H  -3.3368  -0.1758  0.7992  0.19
S  1.4530  -1.5541  1.9889  -0.33
H  -1.6868  2.3690  0.8058  0.22
C  2.9692  1.9298  0.0371  -0.21
C  -0.3139  0.6135  -2.4032  0.13
H  -1.4997  -0.8400  1.6587  0.52
S  2.0869  -2.2781  -1.1649  -0.20
Br  -0.7268  -3.5031  0.2987  0.22
C  -2.5360  -3.5017  1.5698  -0.38
C  1.3456  1.3620  1.7771  -0.20
C  -0.9865  1.0881  -3.5615  -0.19
H  -0.8694  2.0871  -3.9135  0.25
C  -1.9071  0.2541  -4.1850  -0.12
H  0.4607  0.7553  2.1106  0.23
H  -2.3875  0.5855  -5.0778  0.25
H  -2.5038  1.6670  2.2882  0.23
C  3.7997  2.5197  0.9714  -0.19
H  -3.5026  2.3073  1.0213  0.24
H  -2.8899  -1.6335  -4.0999  0.25
C  -2.5025  0.4225  0.4286  -0.06
C  -2.5426  1.7865  1.1630  -0.64
N  -0.4886  -0.7028  -1.9638  -0.50
C  -1.2922  -1.5089  -2.7050  0.08
O  -1.3167  -0.3341  0.8470  -0.78
N  0.9966  0.6633  -0.4647  -0.40
C  0.6950  1.2461  -1.6313  0.08
H  -2.6607  -4.5258  1.8761  0.24
S  2.7609  -4.7970  1.3517  -0.52
H  -3.3630  -3.0793  1.0429  0.22
H  -2.5478  0.5210  -0.6674  0.20
H  4.8229  2.8186  0.7657  0.25
H  -1.3342  -2.5877  -2.4261  0.24
Re  0.3198  -1.2368  -0.1631  0.73
C  2.2014  1.9506  2.7714  -0.21
S  4.8352  -1.7612  1.0081  -0.53
C  1.7989  1.2838  0.4510  0.14
Br  -2.2812  -2.3902  3.2117  0.09
H  1.8988  1.8490  3.8013  0.24
C  -2.1562  -1.0102  -3.6606  -0.22
H  3.1345  1.9237  -0.9786  0.21
H  1.1910  2.1963  -1.8647  0.24


No. 4
Molecular formula: C14H26Br12Cl6
Method: DFT, ωB97M-V with the def2-TZVPD basis set

Output
- HOMO: -0.374 Eh
- Charge: 0
- Total energy: -34198.30683 Ha
- Energy relative to the best compared isomer or geometry (same formula, charge and spin): 2.269 eV
- 2S+1: 1
- Structure (SMILES): ClC(Cl)Cl.ClC(Cl)Cl.BrCCBr.BrCCBr.BrCCBr.BrCCBr.BrCCBr.BrCCBr

Last column: natural (NBO) charge in e.
Positions of all 58 atoms, in Å:
Cl  7.8937  2.3345  5.2664  0.01
H  -0.0995  -1.7250  3.5126  0.23
C  7.6414  0.7918  4.3854  -0.26
Br  1.5124  -2.3433  5.4662  -0.02
H  2.4162  -9.5003  -0.3916  0.23
Cl  6.5584  1.0394  2.9918  0.01
H  2.2027  5.3943  -6.1784  0.23
C  -7.1099  -2.7871  -3.0987  -0.43
H  -1.0144  -3.1434  6.0178  0.23
H  -5.6999  2.8274  0.0436  0.22
H  -8.1094  -2.8756  -2.6728  0.23
C  -0.1913  -1.8476  4.5918  -0.44
C  3.5056  6.5056  2.7597  -0.41
Br  -5.5115  3.9454  -2.5497  -0.03
H  -3.2398  4.0900  -1.2678  0.23
Br  -0.7373  -4.6200  3.8910  -0.03
Br  2.3568  4.8612  0.6259  -0.04
H  1.6361  4.2683  -5.0069  0.23
Br  0.4135  6.7821  -4.3375  -0.01
H  3.2452  7.3067  0.7597  0.23
H  -6.9037  -1.0660  -1.9056  0.23
H  -0.1595  6.0419  -6.7063  0.23
C  -4.7286  3.3007  0.1871  -0.44
Br  -0.5169  -9.2796  -0.7511  -0.06
H  -6.7414  -3.8113  -3.1555  0.23
H  3.9357  5.6658  3.3054  0.23
C  3.5499  6.3687  1.2238  -0.42
Cl  9.2110  0.2218  3.7415  0.01
H  0.1762  -10.0260  1.5952  0.22
Cl  2.8327  -0.6650  -2.9500  0.00
C  -6.2574  -1.8534  -2.2933  -0.45
Br  1.1653  3.4929  -7.4841  -0.01
H  7.1960  0.0213  5.0147  0.23
H  2.3284  -0.4005  -0.6159  0.23
H  -0.5069  -0.8867  4.9982  0.23
C  2.0522  -9.4839  0.6357  -0.46
C  -4.0885  3.4060  -1.2640  -0.42
Br  3.3716  -10.2961  1.8428  0.00
H  -3.8456  2.3743  -1.5179  0.22
C  2.0656  -1.1382  -1.3741  -0.28
H  -0.7556  4.8954  -5.5379  0.23
C  0.1064  5.5125  -5.7914  -0.44
Br  -7.2270  -2.0057  -4.9256  -0.03
H  -4.8926  4.3060  0.5751  0.23
Br  -3.6248  2.0848  1.2757  -0.01
Cl  0.3050  -1.0543  -1.5142  0.01
H  1.9015  -8.4390  0.9072  0.23
H  0.7529  -11.1988  0.3476  0.22
Br  4.6325  8.0960  3.2608  -0.03
H  -2.2440  -2.8694  4.7025  0.23
H  -5.3450  -1.4890  -2.7654  0.24
Cl  2.4438  -2.7497  -0.8043  0.04
C  1.3707  4.7246  -5.9606  -0.45
H  2.4786  6.6404  3.0992  0.23
C  0.7076  -10.1532  0.6521  -0.38
H  4.5553  6.1894  0.8430  0.23
C  -1.1908  -2.9984  4.9520  -0.43
Br  -5.7794  -2.7822  -0.6507  -0.02